{
  "formula": "C41H22AuF15GeN5S",
  "method": "ωB97M-V/def2-TZVPD",
  "species": ["Au", "C", "N", "C", "C", "C", "C", "C", "N", "C", "C", "C", "C", "C", "C", "H", "H", "H", "H", "H", "H", "H", "H", "H", "H", "H", "N", "C", "C", "C", "N", "C", "C", "H", "H", "H", "H", "H", "H", "N", "C", "C", "C", "C", "C", "C", "H", "H", "H", "H", "H", "F", "C", "C", "C", "F", "C", "F", "C", "F", "C", "F", "Ge", "S", "C", "C", "F", "C", "F", "C", "F", "C", "F", "C", "F", "C", "C", "F", "C", "F", "C", "F", "C", "F", "C", "F"],
  "xyz": [[-0.174, -0.044, -1.627], [2.232, 2.712, -1.770], [0.848, 2.692, -2.210], [-0.046, 3.141, -1.259], [-1.450, 2.721, -1.553], [-2.655, 3.399, -1.659], [-3.642, 2.416, -1.895], [-2.984, 1.198, -1.927], [-1.655, 1.382, -1.737], [3.194, 2.509, -2.897], [4.160, 3.463, -3.192], [5.053, 3.266, -4.239], [4.982, 2.109, -5.000], [4.016, 1.152, -4.712], [3.127, 1.351, -3.667], [2.302, 1.915, -1.012], [2.447, 3.595, -1.165], [0.303, 3.976, -2.132], [-2.821, 4.460, -1.579], [-4.702, 2.578, -2.026], [-3.385, 0.205, -2.069], [4.215, 4.367, -2.595], [5.801, 4.018, -4.459], [5.677, 1.952, -5.816], [3.955, 0.246, -5.302], [2.366, 0.607, -3.444], [-1.321, 2.073, 5.360], [-1.247, 1.631, 4.045], [-2.283, 1.879, 3.145], [-2.170, 1.401, 1.852], [-1.129, 0.696, 1.409], [-0.139, 0.475, 2.268], [-0.149, 0.904, 3.586], [-1.927, 2.865, 5.505], [-0.435, 2.174, 5.827], [-3.149, 2.458, 3.442], [-2.954, 1.597, 1.120], [0.711, -0.083, 1.883], [0.686, 0.685, 4.243], [0.397, 3.472, -0.044], [-0.266, 4.352, 0.784], [-1.099, 5.392, 0.345], [-1.708, 6.251, 1.247], [-1.496, 6.116, 2.612], [-0.642, 5.110, 3.059], [-0.031, 4.253, 2.166], [-1.239, 5.546, -0.716], [-2.347, 7.044, 0.875], [-1.970, 6.791, 3.313], [-0.449, 4.996, 4.120], [0.629, 3.464, 2.509], [0.001, -3.388, -3.595], [-0.643, -4.332, -2.913], [-0.531, -4.429, -1.538], [-1.244, -5.450, -0.933], [-1.166, -5.615, 0.400], [-2.034, -6.339, -1.633], [-2.700, -7.317, -1.010], [-2.123, -6.211, -3.008], [-2.875, -7.060, -3.710], [-1.426, -5.208, -3.651], [-1.514, -5.093, -4.979], [0.449, -3.154, -0.377], [1.533, -1.556, -1.332], [-1.016, -2.645, 0.860], [-2.203, -2.196, 0.307], [-2.362, -2.185, -1.024], [-3.278, -1.770, 1.062], [-4.398, -1.339, 0.480], [-3.183, -1.794, 2.439], [-4.204, -1.382, 3.188], [-2.026, -2.253, 3.036], [-1.936, -2.291, 4.369], [-0.973, -2.677, 2.244], [0.103, -3.142, 2.897], [1.841, -4.175, 0.599], [2.190, -5.493, 0.362], [1.533, -6.235, -0.542], [3.231, -6.125, 1.021], [3.531, -7.403, 0.763], [3.970, -5.422, 1.952], [4.976, -6.015, 2.596], [3.665, -4.099, 2.208], [4.383, -3.416, 3.105], [2.620, -3.501, 1.531], [2.373, -2.219, 1.812]],
  "e_homo_ev": -4.886,
  "max_force_ev_per_a": 3.4,
  "e_tot_ha": -5958.1444,
  "relative_energy_kcal_mol": 48.54,
  "charge": -1
}



{
  "formula": "C41H27BrHfN9O5",
  "method": "ωB97M-V/def2-TZVPD",
  "species": ["Hf", "C", "C", "C", "C", "C", "N", "C", "C", "C", "C", "C", "C", "C", "C", "N", "C", "N", "C", "N", "C", "N", "C", "N", "C", "N", "C", "C", "C", "C", "C", "C", "C", "C", "C", "C", "C", "C", "C", "C", "N", "H", "H", "H", "H", "H", "H", "H", "H", "H", "H", "H", "H", "H", "H", "H", "H", "C", "C", "C", "O", "C", "O", "O", "H", "H", "H", "H", "H", "H", "H", "O", "O", "Br", "C", "C", "C", "N", "C", "C", "H", "H", "H", "H"],
  "xyz": [[-0.035, 0.265, 0.138], [-3.090, 5.572, -1.606], [-2.297, 6.111, -0.599], [-1.232, 5.395, -0.062], [-0.989, 4.147, -0.581], [-0.002, 3.086, -0.174], [1.336, 3.525, 0.000], [2.194, 2.636, 0.308], [3.623, 2.890, 0.478], [4.390, 4.023, 0.318], [5.764, 3.899, 0.517], [6.336, 2.684, 0.872], [5.565, 1.534, 1.017], [4.204, 1.655, 0.811], [3.111, 0.689, 0.811], [3.239, -0.588, 1.151], [2.488, -1.506, 0.626], [1.721, -1.276, -0.485], [1.171, -2.457, -0.831], [0.381, -2.652, -1.858], [-0.303, -1.702, -2.437], [-0.505, -0.453, -1.966], [-1.332, 0.202, -2.854], [-1.688, 1.446, -2.826], [-1.194, 2.286, -1.897], [-0.103, 2.050, -1.200], [-1.769, 3.600, -1.608], [-2.839, 4.311, -2.130], [-1.769, -0.731, -3.895], [-2.671, -0.629, -4.932], [-2.872, -1.760, -5.723], [-2.188, -2.943, -5.483], [-1.274, -3.049, -4.437], [-1.083, -1.931, -3.652], [1.601, -3.528, 0.059], [1.285, -4.868, 0.118], [1.804, -5.597, 1.186], [2.598, -4.993, 2.148], [2.927, -3.638, 2.080], [2.424, -2.914, 1.019], [1.947, 1.272, 0.518], [-3.913, 6.154, -1.992], [-2.508, 7.103, -0.224], [-0.619, 5.798, 0.728], [3.936, 4.957, 0.027], [6.397, 4.763, 0.380], [7.404, 2.627, 1.022], [6.001, 0.578, 1.260], [-3.444, 3.898, -2.922], [-3.203, 0.291, -5.112], [-3.575, -1.715, -6.543], [-2.379, -3.801, -6.110], [-0.742, -3.966, -4.239], [0.647, -5.323, -0.623], [1.561, -6.645, 1.276], [2.964, -5.582, 2.974], [3.535, -3.173, 2.839], [-3.109, -2.862, -0.876], [-2.772, -1.884, 0.255], [-3.902, -1.862, 1.283], [-2.526, -0.562, -0.261], [-1.452, -2.356, 0.926], [-1.377, -3.464, 1.404], [-0.483, -1.499, 0.916], [-3.956, -2.497, -1.454], [-3.358, -3.829, -0.449], [-2.258, -2.996, -1.537], [-4.867, -1.778, 0.781], [-3.783, -1.024, 1.968], [-3.890, -2.788, 1.851], [-3.379, -0.099, -0.282], [-1.427, 1.462, 0.800], [-0.440, 2.462, 1.068], [-0.409, 0.181, 7.323], [-0.147, 0.263, 5.456], [-1.195, 0.013, 4.584], [-0.949, 0.076, 3.224], [0.246, 0.352, 2.694], [1.230, 0.628, 3.550], [1.090, 0.600, 4.927], [-2.182, -0.218, 4.953], [-1.754, -0.086, 2.521], [2.189, 0.897, 3.128], [1.922, 0.843, 5.569]],
  "e_homo_ev": -11.753,
  "max_force_ev_per_a": 2.6,
  "e_tot_ha": -5069.6608,
  "relative_energy_kcal_mol": 20.06,
  "charge": 1
}